H5NS2 | the ωB97M-V functional and the def2-TZVPD basis

XYZ file:
```
8
Properties=species:S:1:pos:R:3:forces:R:3
N 2.006227 -0.133263 0.846162 -0.77 -0.47 2.21
H 2.527897 0.038229 1.720972 -0.37 -0.22 -1.02
H 2.099536 0.603925 0.220970 0.49 1.59 -1.05
H 2.287247 -0.968096 0.398343 0.56 -0.89 -0.20
S -2.453511 -0.276456 0.127835 1.59 -1.37 -2.01
S -1.592194 0.623141 -1.521514 -1.34 -2.79 -0.02
H -3.110973 0.747481 0.506758 -0.86 2.09 0.88
H -1.764229 -0.634961 -2.299525 0.70 2.05 1.23
```
Forces are in eV/Å.

Charge = +1
HOMO-LUMO gap (alpha / beta) = 7.2 / 4.0 eV
LUMO (alpha / beta) = -5.8355 / -9.0868 eV
HOMO energy (alpha / beta) = -13.04 / -13.04 eV
Expectation value of S² = 0.755
Calculated total energy = -23232.2058 eV
Spin multiplicity = 2

Löwdin charges in e: 0.02, 0.04, -0.03, -0.01, 0.62, 0.54, -0.17, -0.01